The following is a DFT calculation (the ωB97M-V functional and the def2-TZVPD basis) of C33H55GdNP2 as an isolated structure at a distorted geometry.

Output
Net charge: +1
Kohn-Sham gap (alpha / beta) (eV): 4.6 / 4.8
Multiplicity: 8
E_tot (eV): -75992.944
Energy above the lowest of the compared OMol25 structures with the same formula, charge and spin (kcal per mole): 305.02

Last column: Löwdin charge in e.
Cartesian coordinates (Å):
Gd (0.51593, -0.63079, -0.91727)  1.26
C (-0.32551, -2.74757, 1.40382)  -0.29
C (1.01701, -2.92300, 0.92455)  -0.36
C (1.11734, -1.46209, 2.70759)  -0.24
C (-0.24306, -1.83512, 2.52348)  -0.24
C (1.87288, -2.05428, 1.67158)  -0.31
C (-1.52358, -3.53579, 1.07591)  -0.08
H (-1.42794, -4.04338, 0.09105)  0.06
H (-2.42914, -2.89568, 1.05550)  0.07
H (-1.67502, -4.32084, 1.84978)  0.10
C (-1.35786, -1.51544, 3.44063)  -0.06
H (-2.35033, -1.63705, 2.94749)  0.08
H (-1.26404, -0.45934, 3.80755)  0.05
H (-1.31305, -2.17189, 4.34496)  0.10
C (1.67508, -0.72978, 3.86139)  -0.04
H (0.94247, -0.74106, 4.69262)  0.07
H (1.93187, 0.32068, 3.61708)  0.07
H (2.57731, -1.24915, 4.20759)  0.08
C (3.35388, -1.90397, 1.55304)  -0.08
H (3.83086, -2.34867, 2.44781)  0.09
H (3.64613, -0.83107, 1.50240)  0.05
H (3.71728, -2.42628, 0.65630)  0.07
C (1.49017, -3.90197, -0.08597)  -0.08
H (2.05097, -4.71888, 0.39887)  0.10
H (2.17594, -3.43625, -0.82310)  0.07
H (0.64980, -4.32398, -0.62914)  0.06
C (-1.32431, 0.57079, -4.39604)  -0.16
C (-1.43508, -0.77158, -4.31428)  -0.20
C (-0.57326, -1.66840, -5.20105)  -0.18
C (0.91048, -1.39320, -5.05685)  -0.17
C (1.35350, -0.72065, -3.78025)  -0.17
C (1.58941, 0.60362, -3.74849)  -0.16
C (1.00767, 1.60826, -4.69745)  -0.15
C (-0.37224, 1.27334, -5.28933)  -0.16
H (-0.80970, -1.52362, -6.28388)  0.13
H (1.27697, -0.88731, -5.97151)  0.13
H (-0.82267, -2.71643, -4.99634)  0.12
H (-0.22575, 0.77605, -6.26360)  0.12
H (-2.03929, 1.20344, -3.85444)  0.11
H (-2.27292, -1.31063, -3.83517)  0.07
H (-0.82989, 2.22629, -5.59961)  0.13
H (0.92545, 2.58586, -4.21376)  0.11
H (2.41918, 1.03091, -3.16786)  0.08
H (1.65699, 1.79627, -5.57829)  0.14
H (1.44196, -2.37520, -5.14345)  0.14
H (1.80683, -1.39478, -3.03776)  0.08
P (-2.07039, -0.65525, -1.67772)  0.91
P (2.69841, 1.11345, -0.48690)  0.89
C (-0.58128, 1.16806, -1.81558)  -0.45
C (0.68029, 1.80741, -1.31281)  -0.36
H (-1.42606, 1.82929, -1.95890)  0.08
H (-0.34008, 0.64705, -2.78026)  -0.03
H (1.12873, 2.28597, -2.19171)  0.04
H (0.44225, 2.57720, -0.56671)  0.07
C (3.35681, 2.65580, 0.11026)  -0.28
H (4.09758, 2.47685, 0.89981)  0.07
H (2.52896, 3.22539, 0.54247)  0.05
H (3.82104, 3.22346, -0.70372)  0.06
C (4.00505, 0.36129, -1.52760)  -0.29
H (4.48383, 1.12693, -2.15471)  0.06
H (3.59336, -0.41540, -2.19011)  0.02
H (4.74054, -0.13758, -0.87934)  0.06
C (-3.81874, -0.51106, -2.15513)  -0.28
H (-4.43890, -1.37992, -1.88743)  0.06
H (-3.98643, -0.32788, -3.21920)  0.04
H (-4.22428, 0.35806, -1.61975)  0.05
C (-0.90442, -2.14992, -2.04152)  -0.39
H (-0.12033, -2.51361, -1.27961)  -0.02
H (-0.31501, -2.03575, -2.96527)  0.01
H (-1.49146, -3.05739, -1.88362)  0.08
C (-2.62786, 1.68538, 5.09943)  -0.09
N (-1.23508, 1.25810, 5.10624)  -0.29
C (-0.80875, 0.94762, 6.45299)  -0.10
C (-0.30431, 2.04667, 4.30001)  -0.16
C (-0.86625, 2.34792, 2.94808)  -0.23
C (-1.27802, 3.69922, 2.71541)  -0.03
C (-2.08595, 3.97876, 1.63746)  -0.09
C (-2.43985, 2.97506, 0.73719)  -0.08
C (-1.94104, 1.65305, 0.92056)  -0.13
C (-1.10096, 1.45348, 1.96229)  0.08
H (-3.22835, 0.99910, 5.72483)  0.09
H (-3.07775, 1.67737, 4.10862)  0.08
H (-2.78538, 2.69828, 5.50716)  0.09
H (0.18177, 0.48920, 6.42057)  0.07
H (-0.73487, 1.85992, 7.08626)  0.09
H (-1.50474, 0.24817, 6.92696)  0.09
H (-0.08321, 3.00068, 4.80223)  0.12
H (0.63097, 1.48058, 4.22513)  0.08
H (-1.01044, 4.45860, 3.46360)  0.12
H (-2.45604, 4.99882, 1.48521)  0.11
H (-3.16833, 3.11606, -0.05120)  0.10
H (-2.27378, 0.86510, 0.26993)  0.01